Computed, not measured: a 11-piece molecular cluster, C36H51Cl8F21O14 overall, with ωB97M-V/def2-TZVPD.

Results
- ⟨S²⟩: 0.7534
- Total energy: -224071.0997 eV
- 2S+1: 2
- Frontier orbital gap (spin up / spin down): 2.23 / 6.84 eV
- E_HOMO (spin up / spin down): -0.476 / -5.082 eV
- Total charge: -1

The geometry in XYZ format:
```
130
C36H51Cl8F21O14 ωB97M-V/def2-TZVPD
Cl -22.251 -15.125 -9.713
Cl -24.565 -5.822 -17.152
Cl -20.184 -10.687 -12.261
Cl -23.375 -7.637 -5.537
Cl -23.578 -6.744 -8.762
Cl -21.781 -10.782 -9.253
Cl -24.021 -8.099 -13.558
Cl -22.191 -16.645 -6.744
F -20.863 -3.738 -7.786
F -21.664 -2.617 -9.423
F -14.414 -6.951 -12.615
F -24.811 -13.902 -11.234
F -21.321 -10.608 -4.780
F -24.952 -12.540 -12.942
F -17.599 -16.950 -15.456
F -20.281 -12.229 -3.913
F -20.152 -10.952 -17.103
F -16.585 -15.450 -16.820
F -19.487 -2.556 -8.920
F -21.474 -10.449 -15.442
F -19.535 -10.151 -3.763
F -27.162 -12.890 -8.527
F -26.174 -11.635 -9.896
F -21.685 -9.499 -17.304
F -18.572 -16.265 -17.333
F -25.929 -14.422 -12.968
F -12.915 -8.463 -12.448
F -27.644 -10.728 -8.505
F -13.380 -7.253 -10.637
O -22.558 -13.951 -12.910
O -25.223 -12.488 -6.869
O -15.306 -9.775 -12.207
O -21.278 -4.730 -10.943
O -19.036 -10.129 -6.457
O -18.484 -9.090 -16.188
O -18.688 -14.870 -14.299
O -19.099 -12.518 -6.171
O -23.862 -15.330 -14.161
O -25.034 -10.308 -7.574
O -15.501 -8.749 -10.148
O -18.905 -13.668 -16.283
O -20.313 -7.860 -15.449
O -19.544 -5.392 -9.604
C -19.376 -11.205 -5.840
C -19.095 -13.754 -13.484
C -17.744 -15.887 -16.306
C -18.339 -12.754 -7.343
C -17.053 -8.170 -14.497
C -20.418 -4.585 -9.884
C -14.976 -8.871 -11.426
C -21.997 -10.757 -11.962
C -22.379 -8.263 -6.858
C -19.809 -8.856 -16.022
C -23.322 -16.953 -8.075
C -18.479 -14.694 -15.610
C -22.472 -11.507 -10.724
C -20.771 -9.978 -16.483
C -17.872 -8.997 -9.821
C -23.772 -6.853 -14.791
C -13.859 -7.812 -11.755
C -26.687 -11.645 -8.637
C -22.251 -15.272 -15.922
C -22.094 -7.074 -7.826
C -22.746 -12.482 -6.598
C -17.517 -8.118 -15.977
C -24.509 -7.285 -16.124
C -16.496 -9.589 -9.647
C -20.153 -11.070 -4.530
C -23.710 -15.725 -8.971
C -23.667 -14.370 -13.234
C -24.906 -13.780 -12.549
C -21.023 -5.696 -12.029
C -24.135 -12.353 -5.960
C -19.110 -12.424 -8.591
C -22.789 -15.993 -14.764
C -20.594 -3.316 -9.000
C -21.151 -7.202 -11.730
C -19.193 -14.246 -12.080
C -25.556 -11.398 -7.646
H -18.370 -12.943 -13.551
H -21.714 -5.369 -12.806
H -24.423 -15.982 -9.754
H -21.772 -14.323 -15.679
H -18.188 -14.598 -11.847
H -21.460 -7.272 -8.691
H -20.025 -5.580 -12.450
H -21.984 -16.118 -14.040
H -19.642 -13.473 -11.457
H -16.575 -9.143 -14.389
H -20.101 -12.858 -8.461
H -21.652 -6.170 -7.409
H -22.707 -6.664 -14.925
H -17.899 -7.131 -16.236
H -19.816 -15.136 -11.987
H -23.556 -11.549 -10.618
H -16.241 -9.627 -8.587
H -18.772 -12.839 -9.540
H -22.289 -9.709 -11.899
H -22.101 -7.480 -11.274
H -20.004 -13.418 -13.983
H -22.411 -11.031 -12.932
H -24.209 -17.337 -7.570
H -21.531 -8.637 -6.285
H -16.784 -8.258 -16.771
H -16.403 -7.356 -14.176
H -24.237 -11.406 -5.430
H -24.043 -8.130 -16.631
H -22.123 -12.960 -5.842
H -17.420 -12.175 -7.248
H -21.099 -7.815 -12.630
H -24.286 -13.160 -5.243
H -17.947 -8.058 -13.884
H -22.458 -11.479 -6.915
H -18.016 -13.789 -7.230
H -18.001 -7.934 -9.615
H -22.223 -12.567 -10.764
H -22.908 -9.114 -7.287
H -19.338 -11.362 -8.678
H -24.254 -5.930 -14.468
H -24.209 -14.943 -8.399
H -16.430 -10.596 -10.057
H -22.990 -15.000 -16.675
H -22.878 -17.792 -8.611
H -18.618 -9.390 -9.130
H -22.770 -13.210 -7.409
H -23.069 -16.996 -15.086
H -20.379 -7.524 -11.032
H -18.264 -9.247 -10.807
H -21.592 -15.948 -16.466
H -25.564 -7.520 -15.987
```